Entry 1:
ORCA calculation (ωB97M-V with the def2-TZVPD basis set) on a structure of composition C28H41CoF5N5S.

Structure (ORCA input):
```
! RIJCOSX wB97M-V def2-TZVPD def2/J DEFGRID3
* xyz -1 4
Co -0.070 -0.364 1.053
C -3.383 -1.296 2.251
C -2.216 -1.471 3.228
N -0.928 -1.860 2.641
C 0.074 -2.020 3.708
C 1.482 -1.747 3.198
N 1.544 -0.431 2.593
C 1.970 0.729 3.353
C 0.989 1.235 4.405
C -0.394 1.730 3.921
N -0.708 1.521 2.511
C -2.095 1.844 2.199
C -2.442 1.416 0.779
N -2.062 0.031 0.517
C -3.053 -1.014 0.790
H -4.030 -0.510 2.651
H -3.996 -2.201 2.249
H -2.519 -2.181 4.010
H -2.025 -0.526 3.736
H -1.020 -2.734 2.133
H 0.012 -3.005 4.187
H -0.165 -1.284 4.477
H 1.725 -2.470 2.415
H 2.207 -1.883 4.013
H 2.043 -0.462 1.702
H 2.150 1.520 2.619
H 2.935 0.550 3.850
H 1.488 2.061 4.919
H 0.855 0.464 5.167
H -0.512 2.790 4.191
H -1.166 1.203 4.488
H -0.077 2.042 1.908
H -2.323 2.913 2.327
H -2.723 1.308 2.916
H -1.884 2.039 0.078
H -3.507 1.591 0.583
H -1.907 -0.070 -0.502
H -2.661 -1.917 0.322
H -3.986 -0.797 0.257
F -4.956 2.362 -6.316
C -4.391 1.515 -5.433
C -3.787 1.991 -4.285
F -3.773 3.317 -4.050
C -3.209 1.115 -3.389
F -2.651 1.658 -2.288
C -3.191 -0.277 -3.562
S -2.453 -1.350 -2.435
C -3.821 -0.709 -4.739
F -3.879 -2.020 -5.021
C -4.402 0.151 -5.651
F -4.987 -0.332 -6.763
C 1.671 3.265 -1.304
C 2.372 2.212 -0.445
C 3.525 2.829 0.350
C 2.805 1.022 -1.275
C 3.823 1.160 -2.203
C 4.236 0.101 -3.002
C 3.587 -1.122 -2.857
C 2.561 -1.308 -1.949
C 1.870 -2.652 -1.845
C 1.172 -3.037 -3.149
C 2.837 -3.748 -1.392
C 2.128 -0.234 -1.104
N 1.144 -0.388 -0.209
H 1.312 4.103 -0.696
H 0.818 2.823 -1.822
H 2.351 3.667 -2.060
H 1.634 1.820 0.261
H 4.264 3.289 -0.311
H 4.043 2.068 0.939
H 3.161 3.608 1.029
H 4.310 2.126 -2.314
H 5.033 0.226 -3.724
H 3.890 -1.956 -3.485
H 1.104 -2.533 -1.077
H 1.890 -3.135 -3.969
H 0.430 -2.285 -3.421
H 0.650 -3.993 -3.042
H 3.626 -3.910 -2.132
H 2.312 -4.699 -1.252
H 3.319 -3.477 -0.450
*
```

The energy relative to the best compared isomer or geometry (same formula, charge and spin) comes out at 4.5 kcal/mol. As for the HOMO energy (spin up / spin down): -2.94 / -3.28 eV. The value obtained for the total energy is -99201.644 eV. The calculation puts the strongest force on any atom at 0.58 eV/Å. For the gap between HOMO and LUMO (spin up / spin down), the calculation gives 5.13 / 5.48 eV.

***

Entry 2:
ORCA calculation (ωB97M-V with the def2-TZVPD basis set) on a structure of composition C4H7NO3 at a distorted geometry.

Structure (ORCA input):
```
! RIJCOSX wB97M-V def2-TZVPD def2/J DEFGRID3
* xyz 0 1
C 2.279 -1.018 0.180
C 0.116 0.204 -0.176
C -2.136 -0.145 0.414
C -1.106 0.923 0.273
H 2.078 -1.999 0.176
H 2.990 -0.594 -0.578
H 2.901 -0.681 0.983
H 0.375 0.383 -1.358
H -3.204 0.116 0.682
H -0.798 1.422 1.274
H -0.957 2.669 -0.818
N -1.744 -1.343 0.002
O 1.114 -0.274 0.615
O -0.518 -1.242 -0.548
O -1.391 1.578 -1.121
*
```

The energy relative to the best compared isomer or geometry (same formula, charge and spin) comes out at 178.4 kcal/mol. As for the HOMO energy: -9.07 eV. The value obtained for the total energy is -11887.542 eV. The calculation puts the strongest force on any atom at 7.86 eV/Å. For the gap between HOMO and LUMO, the calculation gives 9.34 eV.

***

Entry 3:
ORCA calculation (ωB97M-V with the def2-TZVPD basis set) on a structure of composition C12H17O2Se2Zr at a distorted geometry.

Structure (ORCA input):
```
! RIJCOSX wB97M-V def2-TZVPD def2/J DEFGRID3
* xyz 3 1
Zr 8.764 7.319 3.466
C 6.069 10.164 4.376
C 7.219 9.315 4.822
O 8.065 9.038 3.643
C 6.886 7.916 5.366
C 5.549 7.477 5.445
C 5.274 6.148 5.644
C 6.262 5.197 5.742
C 7.587 5.579 5.663
C 7.900 6.930 5.514
O 9.243 7.216 5.326
H 6.454 11.056 3.883
H 5.645 10.538 5.315
H 5.397 9.535 3.820
H 4.775 8.288 5.334
H 4.196 5.901 5.669
H 6.046 4.116 5.749
H 8.404 4.905 5.753
C 12.250 7.462 5.068
Se 11.434 8.339 3.544
C 10.912 10.083 4.384
C 10.312 10.102 5.770
Se 8.379 10.322 6.124
C 8.233 12.171 5.674
H 13.107 8.086 5.333
H 12.581 6.570 4.563
H 11.508 7.308 5.847
H 10.346 10.678 3.681
H 11.957 10.541 4.589
H 10.618 10.941 6.376
H 10.686 9.282 6.468
H 8.633 12.309 4.660
H 8.855 12.737 6.408
H 7.172 12.436 5.749
*
```

The energy relative to the best compared isomer or geometry (same formula, charge and spin) comes out at 3.1 kcal/mol. As for the HOMO energy: -20.17 eV. The value obtained for the total energy is -148757.444 eV. The calculation puts the strongest force on any atom at 2.43 eV/Å. For the gap between HOMO and LUMO, the calculation gives 8.12 eV.

***

Which formula does entry 2 have?
C4H7NO3